Density functional theory data (ωB97M-V/def2-TZVPD) for a cluster of 2 separate species, C3H4O2 in total.

Last column: Mulliken charge in e.
Cartesian coordinates (Å):
C 0.382002 -0.540962 -0.010092  -0.09
C -0.827297 -0.018837 -0.154594  -0.02
C 1.550093 0.272145 0.018121  -0.14
O 2.674203 -0.136138 -0.172952  -0.49
O -2.007234 -0.653434 -0.079181  -0.45
H 0.518173 -1.658378 -0.224500  0.29
H -1.120718 1.685757 -0.103064  0.17
H 1.566525 1.367930 0.178811  0.36
H -2.735744 -0.318081 0.547455  0.38

Forces on atoms 1 to 6 (eV/Å):
-0.882 -1.918 -1.398
-2.482 4.412 2.217
2.309 1.525 -0.506
0.198 -0.987 0.051
-0.970 -0.143 0.284
-0.212 1.632 0.807

## Properties
Kohn-Sham gap (eV): 9.759
Energy above the lowest of the compared OMol25 structures with the same formula, charge and spin (kcal/mol): 95.40
Calculated total energy (eV): -7266.549
HOMO level (eV): -9.8

---

Density functional theory data (ωB97M-V/def2-TZVPD) for the molecule C6H6F2N2.

Last column: Mulliken charge in e.
Cartesian coordinates (Å):
C 1.361668 -0.576084 1.292892  -0.36
C 2.030986 -0.413210 0.062321  -0.60
C -0.033205 -0.499917 1.320700  -0.73
C 1.194277 -0.102164 -1.038026  -0.06
C -0.682639 -0.132712 0.138681  0.60
C -2.225924 -0.012769 0.140716  0.95
N -0.119123 0.034374 -1.040783  -0.47
N -2.745919 0.833853 1.092204  -0.58
F -2.641708 0.429035 -1.097707  -0.31
F -2.699519 -1.257157 0.169702  -0.32
H 1.842516 -0.722868 2.178223  0.52
H 3.139403 -0.566947 0.068490  0.31
H -0.408943 -0.483227 2.339472  0.20
H 1.436140 0.285753 -2.024735  0.40
H -2.618405 0.664769 2.075048  0.21
H -3.713417 1.084057 0.948758  0.23

Forces on atoms 1 to 6 (eV/Å):
-1.519 0.271 -3.479
-0.432 -0.269 0.479
1.370 1.143 -0.036
1.263 0.844 -0.901
-1.920 -0.569 1.057
1.388 0.750 -1.598

## Properties
Kohn-Sham gap (eV): 10.618
Energy above the lowest of the compared OMol25 structures with the same formula, charge and spin (kcal/mol): 0.00
Calculated total energy (eV): -14733.955
HOMO level (eV): -9.8
SMILES string: NC(F)(F)c1ccccn1

---

Density functional theory data (ωB97M-V/def2-TZVPD) for a structure of composition C20H16IrN9.

Last column: Löwdin spin population.
Cartesian coordinates (Å):
Ir -0.261872 0.420809 -0.988339  1.19
N -0.420469 -1.022921 -3.711090  0.02
C 0.884832 -0.824905 -3.427478  0.02
N 1.774012 -0.973480 -4.383461  0.02
C 3.076814 -0.792322 -4.071313  0.01
N 3.995155 -0.895666 -5.010686  0.01
N 3.401489 -0.534286 -2.804971  0.07
C 2.455689 -0.327498 -1.830495  0.05
N 1.135940 -0.432634 -2.124438  0.09
C 3.231640 0.317503 0.551457  0.12
C 4.387611 0.492333 1.313403  -0.01
C 4.335081 0.721059 2.663055  0.12
C 3.079637 0.776691 3.292422  -0.01
C 1.953966 0.644749 2.556702  0.11
N 2.000353 0.439749 1.175780  0.13
H -0.619756 -1.311567 -4.659209  0.00
H -1.001674 -1.445529 -3.000934  0.00
H 3.700890 -1.109729 -5.951372  0.00
H 4.975533 -0.779168 -4.812609  0.00
H 5.337746 0.415974 0.800982  0.00
H 5.243308 0.844720 3.235677  0.01
H 2.984263 0.932648 4.357224  0.00
H 0.957834 0.695800 2.966597  0.01
N 9.941930 0.063664 -2.061015  0.16
C 8.792258 0.009122 -2.001305  0.03
C 7.375382 -0.059250 -1.929901  0.27
C 6.591457 1.100646 -2.207156  0.00
C 5.244847 1.053223 -2.143247  0.19
C 4.523636 -0.195286 -1.775005  0.06
C 5.394181 -1.370016 -1.505902  0.19
C 6.738311 -1.286609 -1.579124  -0.01
C 3.299560 -0.014911 -0.826574  0.05
C 0.776393 0.385341 0.578502  0.95
H 7.095789 2.023648 -2.461813  0.00
H 4.643746 1.933538 -2.338075  0.01
H 4.904747 -2.295818 -1.227799  0.01
H 7.351640 -2.151662 -1.363540  0.00
N -2.847045 1.906998 -0.700294  0.00
C -3.803688 2.323033 0.131109  0.03
C -3.440310 1.951407 1.412393  0.01
C -2.220240 1.316150 1.267896  0.03
N -1.844637 1.283758 -0.019297  0.04
H -2.775112 2.089812 -1.688415  0.00
H -4.665771 2.856686 -0.236217  0.00
H -3.988815 2.121206 2.321964  0.00
H -1.589724 0.860483 2.012619  0.01

Forces on atoms 1 to 6 (eV/Å):
0.115 -0.078 0.233
-0.010 0.009 -0.095
-0.074 0.042 0.177
0.123 0.015 0.127
0.033 0.046 -0.068
-0.082 -0.020 -0.071

## Properties
Kohn-Sham gap (alpha / beta) (eV): 6.276 / 6.368
Energy above the lowest of the compared OMol25 structures with the same formula, charge and spin (kcal/mol): 0.00
Calculated total energy (eV): -37229.399
2S+1: 5
Net charge: +2
HOMO level (alpha / beta) (eV): -12.9 / -14.2

---

Density functional theory data (ωB97M-V/def2-TZVPD) for the molecule C7H11NO.

Last column: Mulliken charge in e.
Cartesian coordinates (Å):
C 1.158658 1.475475 1.425991  -0.95
C 1.199781 0.546507 0.467595  0.20
C -1.369593 0.471843 0.346375  -1.15
C -0.888486 -0.888555 -0.171183  0.33
C -0.050515 0.437679 -0.360535  1.31
C -0.550666 -2.132964 0.563083  -1.40
C 0.055615 1.126301 -1.663027  -1.40
N 2.392872 -0.156900 0.061561  -0.19
O 2.256747 -1.235843 -0.490771  -0.26
H 1.830213 1.671059 2.156418  0.40
H 0.289191 2.106439 1.533829  0.28
H -2.226846 0.966440 -0.153819  0.25
H -1.306745 0.671530 1.417063  0.39
H -1.476847 -1.031406 -1.125273  0.29
H 0.120550 -2.122063 1.445436  0.30
H -0.107421 -2.982324 -0.166950  0.23
H -1.597763 -2.477786 0.761423  0.40
H -0.979566 1.054726 -2.143353  0.31
H 0.775353 0.415757 -2.245418  0.26
H 0.475477 2.084082 -1.658445  0.37

Forces on atoms 1 to 6 (eV/Å):
-1.090 -0.610 -1.514
-1.571 0.633 -0.341
-0.007 -0.197 1.065
-0.079 3.023 -2.723
-0.395 -1.420 1.172
-0.330 -2.564 -1.303

## Properties
Kohn-Sham gap (alpha / beta) (eV): 8.351 / 8.351
Energy above the lowest of the compared OMol25 structures with the same formula, charge and spin (kcal/mol): 122.58
Calculated total energy (eV): -10969.960
HOMO level (alpha / beta) (eV): -9.1 / -9.1
SMILES string: C=C(N=O)[C@]1(C)C[C@@H]1C

---

Density functional theory data (ωB97M-V/def2-TZVPD) for a structure of composition C44H33Br2N6O4P2SZr.

Last column: Mulliken charge in e.
Cartesian coordinates (Å):
Zr -0.073100 -0.101700 0.197900  -1.00
S 0.148400 2.608600 7.437700  0.29
N 0.134500 1.108400 6.869700  -0.66
C 0.113600 1.136500 5.541500  0.70
C 0.088400 0.017800 4.652300  0.30
C 0.005000 -1.307900 5.098800  -0.58
C -0.046300 -2.321200 4.165500  -1.47
C -0.000900 -1.997400 2.809500  -0.18
N 0.085000 -0.747900 2.353400  0.55
C 0.117100 0.264400 3.256500  0.04
C 0.121800 1.619500 2.745900  -0.71
N 0.140300 1.777000 1.398200  0.81
C 0.077500 3.012200 0.902900  -0.38
C -0.004300 4.150100 1.703700  -1.06
C 0.002200 4.014500 3.076600  -0.53
C 0.077500 2.727600 3.629300  0.40
C 0.103000 2.473500 5.038000  0.82
N 0.117600 3.365300 6.022800  -0.66
H -0.039300 -1.493900 6.161300  0.61
H -0.132400 -3.350800 4.476400  0.56
H -0.062000 -2.781100 2.059900  0.76
H 0.102200 3.106900 -0.180500  0.41
H -0.068400 5.123200 1.246000  0.54
H -0.052600 4.862100 3.743600  0.61
Br -2.241200 -1.267700 -2.752600  0.01
C -1.681500 0.340800 -3.622700  -0.73
Br -0.466200 1.250000 -2.365200  0.10
H -2.542500 0.984300 -3.811500  0.58
H -1.132900 0.100200 -4.531800  0.45
O -1.978000 0.735700 0.238600  -0.31
C -3.124600 0.230000 0.379800  -0.67
C -3.418800 -1.149200 0.387000  1.30
C -4.762100 -1.593400 0.411000  -0.67
C -5.043300 -2.922900 0.238800  -0.69
C -4.021900 -3.877100 0.108000  -0.53
C -2.709900 -3.478900 0.130100  -0.61
C -2.365400 -2.116500 0.223300  -0.33
O -1.123100 -1.747900 0.078400  1.61
N -6.451100 -3.358400 0.151100  1.05
O -6.638800 -4.537700 0.047900  -0.58
O -7.267300 -2.477600 0.176000  -0.58
H -3.972400 0.924700 0.450000  0.47
H -5.570300 -0.885600 0.535800  0.63
H -4.284600 -4.918900 -0.023300  0.58
H -1.912600 -4.198400 0.031400  0.46
N 2.792000 -0.940200 -0.979400  0.33
P 2.500600 0.697600 -0.559000  0.48
C 4.044700 1.234700 0.262200  1.04
C 5.277300 0.798000 -0.221900  -0.73
C 6.446400 1.298500 0.319100  -0.91
C 6.393600 2.262900 1.314300  -0.64
C 5.170700 2.709500 1.791000  -0.64
C 3.994000 2.192300 1.272700  -0.01
C 2.816100 1.545300 -2.153400  1.25
C 3.365500 0.908700 -3.261500  -0.55
C 3.612400 1.632700 -4.416600  -0.72
C 3.305400 2.983300 -4.474200  -0.84
C 2.779500 3.625700 -3.362700  -0.76
C 2.540000 2.911000 -2.205000  -0.68
P 1.583500 -2.079700 -0.520800  0.91
C 2.594100 -3.550700 -0.187600  0.64
C 2.435100 -4.302100 0.970700  -0.18
C 3.210800 -5.432800 1.166700  -0.72
C 4.150500 -5.804300 0.218000  -0.63
C 4.310000 -5.051600 -0.936800  -0.86
C 3.525100 -3.936400 -1.151900  -0.71
C 0.914500 -2.571900 -2.154500  1.14
C 1.050900 -1.776000 -3.288300  -0.80
C 0.604600 -2.242600 -4.515400  -0.70
C -0.013400 -3.478900 -4.617900  -0.76
C -0.177600 -4.258700 -3.482900  -0.90
C 0.285200 -3.811100 -2.259200  -0.84
H 3.751500 -1.271900 -1.060900  0.36
H 5.335400 0.086900 -1.034600  0.22
H 7.398200 0.949200 -0.049700  0.45
H 7.309200 2.673800 1.707800  0.43
H 5.139500 3.468400 2.559000  0.47
H 3.033000 2.541900 1.639400  0.25
H 3.623000 -0.141400 -3.221300  0.40
H 4.062700 1.137000 -5.263800  0.50
H 3.489500 3.540400 -5.379900  0.45
H 2.573400 4.684100 -3.401300  0.51
H 2.157000 3.413700 -1.325400  0.41
H 1.707600 -4.008400 1.716600  0.25
H 3.081700 -6.021600 2.061800  0.48
H 4.749500 -6.688100 0.369000  0.44
H 5.040800 -5.338000 -1.675900  0.45
H 3.619800 -3.375600 -2.070900  0.40
H 1.549900 -0.815800 -3.222800  0.44
H 0.766800 -1.647800 -5.400900  0.63
H -0.337200 -3.844300 -5.580400  0.45
H -0.638200 -5.228800 -3.570500  0.55
H 0.192700 -4.433900 -1.380300  0.57

Forces on atoms 1 to 6 (eV/Å):
0.086 0.291 -0.003
-0.057 -0.408 -1.175
0.016 -0.871 0.116
0.002 1.359 0.563
0.015 -0.450 -0.882
0.013 0.174 -0.316

## Properties
Kohn-Sham gap (eV): 6.153
Energy above the lowest of the compared OMol25 structures with the same formula, charge and spin (kcal/mol): 52.82
Calculated total energy (eV): -234050.333
Net charge: +3
HOMO level (eV): -15.9

---

Density functional theory data (ωB97M-V/def2-TZVPD) for a structure of composition C19H33MoN2OPSi.

Last column: Löwdin spin population.
Cartesian coordinates (Å):
Mo 0.646450 -0.334407 -0.118835  2.12
Si 2.794500 0.650576 -1.084495  0.04
P -0.400608 0.338748 -2.150854  0.08
N -0.204045 -2.074443 0.040511  -0.23
H 1.721941 0.978876 0.178550  0.04
C -2.249782 0.435763 -2.214661  0.01
H -2.621109 0.631838 -3.237728  0.00
H -2.611258 1.238316 -1.550189  0.00
H -2.675853 -0.516177 -1.866361  0.00
C 0.048904 1.855812 -3.095180  0.01
H -0.391412 1.808544 -4.105955  0.00
H 1.140734 1.901050 -3.197626  0.00
H -0.305148 2.759418 -2.575901  0.00
C 0.024900 -0.974430 -3.371704  0.03
H -0.293490 -0.660057 -4.376470  0.00
H -0.470668 -1.913845 -3.097680  0.00
H 1.109659 -1.142889 -3.366778  0.00
C 3.439140 2.429185 -0.691176  0.00
H 3.042661 2.694378 0.309056  0.00
H 3.053280 3.121464 -1.463124  0.00
H 4.547456 2.428198 -0.685494  0.00
H 3.906197 -0.260853 -0.653241  0.03
H 3.076923 0.687658 -2.556841  -0.01
C -0.195846 -3.387449 -0.130315  0.01
C -1.265111 -5.592126 -0.344645  0.01
C -1.328292 -4.270084 0.074448  -0.08
C 1.004036 -3.967590 -0.667118  -0.08
C 1.020465 -5.288526 -1.099040  0.01
C -0.098629 -6.117405 -0.926308  -0.10
H -2.136508 -6.235962 -0.230985  0.00
H -2.231597 -3.852743 0.529245  0.00
H 1.888660 -3.316498 -0.767116  0.00
H 1.921873 -5.673165 -1.580408  0.00
H -0.063729 -7.159964 -1.252111  -0.01
C -1.602525 4.211397 0.430033  0.00
O -2.375865 4.760682 -0.357623  0.00
C -2.060258 3.307244 1.576272  0.00
H -2.344826 3.959418 2.435691  0.00
H -1.283112 2.605167 1.924151  0.00
H -2.895485 2.675417 1.238073  0.00
C -0.089329 4.399723 0.386532  0.01
H 0.181982 5.262527 -0.241422  0.00
H 0.374973 3.507411 -0.053466  0.01
H 0.337847 4.505118 1.393953  0.00
N 1.282602 -0.341184 2.043287  0.03
C 0.234822 -0.325525 3.050674  0.01
C 0.673990 -0.192590 4.371151  0.00
C -0.281754 -0.048929 5.380714  0.00
C -1.650557 -0.045637 5.062726  0.00
C -2.052867 -0.172967 3.727259  0.00
C -1.101104 -0.322948 2.697610  0.02
H 1.794317 0.550924 2.101601  0.01
H 2.028070 -1.007869 2.328690  0.01
H 1.743596 -0.195886 4.611499  0.00
H 0.026872 0.074029 6.421432  0.00
H -2.406154 0.018952 5.858891  0.00
H -3.110422 -0.161069 3.470556  0.00
H -1.382906 -0.462513 1.646447  0.02

Forces on atoms 1 to 6 (eV/Å):
-0.201 -1.747 0.709
0.670 0.243 -0.729
-0.566 0.251 -1.482
0.193 2.479 0.073
-0.180 0.838 0.550
-0.050 -0.115 -0.068

## Properties
Kohn-Sham gap (alpha / beta) (eV): 5.936 / 6.507
Energy above the lowest of the compared OMol25 structures with the same formula, charge and spin (kcal/mol): 0.71
Calculated total energy (eV): -44284.748
2S+1: 3
HOMO level (alpha / beta) (eV): -6.4 / -6.6